The following is a DFT calculation (wB97M-V/def2-TZVPD) of C4H6O2S in the gas phase.

Last column: Löwdin charge in e.
Element x y z (Å)
C  1.94623  0.26553  -2.00374  -0.41
S  1.08433  0.65090  -0.38364  0.79
C  -0.47013  -0.34376  -0.48559  -0.38
C  -1.27675  -0.51898  0.53581  -0.15
C  -1.29716  -0.00707  1.92017  -0.51
O  -2.14746  -0.67270  2.62772  -0.01
O  -0.54562  1.00994  2.37720  0.05
H  1.47767  0.72921  -2.99402  0.08
H  2.92291  0.70120  -1.81153  0.00
H  1.97451  -0.88479  -2.04713  0.05
H  -0.69822  -0.55331  -1.59824  0.11
H  -2.27812  -1.09640  0.42679  0.15
H  -0.69218  0.72024  3.43620  0.23

Calculated values
* orbital gap: 9.071 eV
* E_HOMO: -8.80 eV
* energy above the lowest of the compared OMol25 structures with the same formula, charge and spin: 169.3 kJ/mol
* structure (SMILES): CS/C=C\C(=O)O
* lowest unoccupied orbital energy: 0.3 eV